[1]
{
  "formula": "C7H11NO",
  "method": "wB97M-V/def2-TZVPD",
  "orbital_gap_ev": 9.409,
  "smiles": "C=C(C(C)=O)/C(C)=N\\C",
  "total_energy_ha": -403.27979,
  "relative_energy_kj_mol": 142.2,
  "e_homo_ev": -9.2037,
  "total_charge": 0,
  "symbols": ["O", "N", "C", "C", "C", "C", "C", "C", "C", "H", "H", "H", "H", "H", "H", "H", "H", "H", "H", "H"],
  "coordinates": [[-1.0718, 1.8555, 0.6664], [1.9046, -0.2633, 0.9182], [0.6532, -0.3845, 0.8810], [-2.4628, 0.8721, -1.0002], [-0.0670, -0.8108, 2.1216], [-1.2312, 0.9610, -0.1317], [-0.2275, -0.1265, -0.3012], [-0.0674, -0.8017, -1.4381], [2.7115, 0.1760, -0.1737], [-0.6969, 0.0073, 2.4676], [-2.2009, 1.1251, -2.0260], [0.6748, -1.5792, -1.5218], [-2.8738, -0.1341, -0.9857], [-0.7042, -1.6697, 1.9155], [0.6531, -1.0605, 2.8944], [2.1562, 0.4926, -1.0656], [-3.2039, 1.5840, -0.6460], [3.3874, -0.6382, -0.4417], [3.3219, 1.0052, 0.1869], [-0.6557, -0.6103, -2.3200]],
  "forces_ev_per_angstrom": [[0.13, -0.15, 0.02], [0.17, -0.24, 0.56], [-0.20, -0.02, 0.06], [-0.08, 0.27, 0.14], [-0.04, 0.01, 0.09], [-0.49, 0.03, -0.33], [0.63, -0.11, -0.08], [-0.18, 0.12, 0.21], [0.03, 0.19, -0.39], [-0.10, 0.01, 0.07], [-0.02, -0.03, -0.13], [0.19, -0.05, 0.01], [-0.02, -0.06, -0.05], [-0.09, -0.08, 0.03], [0.03, -0.02, 0.03], [0.11, 0.01, 0.04], [0.02, 0.03, -0.01], [0.06, 0.07, -0.08], [0.06, -0.02, -0.11], [-0.22, 0.03, -0.09]]
}



[2]
{
  "formula": "C5H8O",
  "method": "wB97M-V/def2-TZVPD",
  "orbital_gap_ev": 10.394,
  "smiles": "OC1CC=CC1",
  "total_energy_ha": -270.52626,
  "relative_energy_kj_mol": 83.1,
  "e_homo_ev": -9.3364,
  "total_charge": 0,
  "symbols": ["O", "C", "C", "C", "C", "C", "H", "H", "H", "H", "H", "H", "H", "H"],
  "coordinates": [[1.3960, 1.1642, -0.7588], [-0.0068, -0.8818, 1.2043], [-0.3816, -1.3914, 0.0319], [0.0459, 0.6235, 1.1665], [0.0593, 0.9390, -0.3455], [-0.4699, -0.3378, -1.0411], [1.5111, 0.6619, -1.5761], [0.2210, -1.4609, 2.0948], [0.9044, 1.0639, 1.6868], [0.1964, -0.5772, -1.8975], [-0.5982, -2.4385, -0.1537], [-0.8585, 1.0382, 1.6361], [-0.5512, 1.8255, -0.5696], [-1.4679, -0.2285, -1.4780]],
  "forces_ev_per_angstrom": [[0.25, 0.01, -0.20], [-0.11, -0.10, -0.17], [0.13, -0.02, 0.20], [0.00, 0.06, -0.07], [-0.31, -0.08, 0.13], [0.02, 0.00, -0.16], [0.22, 0.31, 0.21], [-0.23, 0.07, -0.10], [-0.07, -0.07, -0.23], [-0.36, -0.03, 0.30], [0.18, 0.08, -0.01], [0.16, -0.07, -0.06], [0.14, -0.16, -0.04], [-0.01, 0.03, 0.19]]
}



[3]
{
  "formula": "C5H7NO",
  "method": "wB97M-V/def2-TZVPD",
  "orbital_gap_ev": 7.459,
  "total_energy_ha": -324.65476,
  "relative_energy_kj_mol": 183.0,
  "e_homo_ev": -7.3443,
  "total_charge": 0,
  "symbols": ["O", "N", "C", "C", "C", "C", "C", "H", "H", "H", "H", "H", "H", "H"],
  "coordinates": [[2.4552, -1.8089, 0.8315], [1.6781, 0.4147, 0.4905], [-0.3863, 0.0604, -0.3464], [0.6252, 1.0492, 0.1171], [0.1809, -1.2491, 0.0910], [-1.8914, 0.3718, -0.2501], [1.4929, -1.1332, 0.5048], [0.5801, 2.1302, 0.0026], [-0.3280, -2.1997, 0.0030], [-2.1043, 1.3617, 0.1757], [-2.3316, 0.3508, -1.2553], [-0.1474, 0.2022, -1.4220], [-2.4033, -0.3809, 0.3578], [2.5798, 0.8309, 0.6997]],
  "forces_ev_per_angstrom": [[-0.24, 0.20, 0.00], [-0.12, 0.13, 0.04], [0.00, 0.13, 0.07], [0.18, -0.27, -0.20], [0.05, -0.01, -0.01], [-0.11, -0.01, 0.05], [-0.09, -0.02, 0.00], [-0.01, -0.17, 0.07], [0.08, 0.19, -0.10], [0.14, -0.25, -0.06], [0.02, -0.03, 0.33], [0.10, -0.06, -0.20], [0.15, 0.19, -0.06], [-0.14, -0.01, 0.06]]
}



[4]
{
  "formula": "F6H20O10P",
  "method": "wB97M-V/def2-TZVPD",
  "orbital_gap_ev": 10.906,
  "total_energy_ha": -1705.30217,
  "relative_energy_kj_mol": 46.1,
  "e_homo_ev": -8.1788,
  "total_charge": -1,
  "symbols": ["P", "F", "F", "F", "F", "F", "F", "O", "O", "O", "O", "O", "O", "O", "O", "O", "O", "H", "H", "H", "H", "H", "H", "H", "H", "H", "H", "H", "H", "H", "H", "H", "H", "H", "H", "H", "H"],
  "coordinates": [[-0.0290, -0.4285, -0.8883], [0.2326, 0.1254, 0.6220], [-0.1913, -1.1490, -2.3260], [0.6692, 0.8576, -1.5521], [1.4102, -1.1682, -0.7867], [-1.4416, 0.3516, -0.9881], [-0.8239, -1.6661, -0.1768], [-0.2160, 2.3103, -3.7189], [1.6657, -2.7667, -3.4631], [2.2690, -1.0541, 3.0354], [-4.0847, 1.9724, -1.3250], [-1.5309, -2.9577, 1.9980], [2.6106, 1.2984, 1.3460], [-0.8252, 2.6976, 0.9859], [3.9589, -0.1033, -1.0962], [-3.3160, -0.2585, 1.3005], [-0.5424, -0.3143, 3.1390], [-2.5067, -0.5215, 0.8409], [2.2829, -1.7387, 3.7097], [2.6000, -2.5719, -3.5850], [-1.4115, -2.9915, 1.0415], [-1.4131, -0.3932, 3.5439], [-3.9858, 1.1056, -1.7362], [-3.6575, 0.4767, 0.7751], [-0.5522, 1.8473, 0.6052], [3.7602, 0.6402, -0.5099], [0.7383, 2.4041, -3.7925], [1.8006, 1.0983, 0.8589], [3.5793, -0.8611, -0.6419], [-0.9767, 3.2687, 0.2273], [-1.0710, -2.1531, 2.2664], [-0.3444, 1.8865, -2.8569], [1.4005, -0.6212, 3.1477], [-3.2998, 2.4581, -1.6002], [2.5746, 0.6686, 2.0822], [1.3391, -2.0507, -2.8850], [-0.6723, 0.3017, 2.4032]],
  "forces_ev_per_angstrom": [[0.59, -1.98, -0.55], [-0.25, 0.80, -0.07], [-0.78, 0.74, 0.20], [0.18, 0.16, 0.36], [-0.48, -0.01, 0.35], [0.02, 0.05, -0.09], [0.38, 0.27, -0.64], [-0.26, 0.18, 0.12], [0.10, 0.29, 0.16], [-0.29, 0.36, 0.12], [-0.06, -0.08, -0.01], [-0.12, -0.34, 0.17], [-0.05, 0.03, 0.04], [0.02, -0.18, -0.08], [0.38, 0.17, -0.08], [0.08, 0.13, -0.02], [-0.14, 0.10, 0.02], [-0.24, -0.11, 0.00], [0.01, 0.01, -0.03], [-0.05, 0.02, 0.05], [0.01, 0.03, 0.31], [-0.02, 0.08, 0.02], [0.07, 0.07, 0.02], [0.13, 0.04, 0.04], [-0.13, 0.45, 0.11], [-0.07, -0.19, 0.11], [-0.01, -0.10, 0.06], [0.24, 0.14, 0.08], [-0.14, 0.10, 0.00], [0.02, -0.03, 0.03], [0.11, 0.00, -0.09], [0.20, 0.01, -0.36], [0.10, -0.49, 0.03], [0.00, -0.09, 0.04], [0.36, 0.03, -0.22], [0.15, -0.51, -0.37], [-0.05, -0.13, 0.16]]
}



[5]
{
  "formula": "C2H7NO4S",
  "method": "wB97M-V/def2-TZVPD",
  "orbital_gap_ev": 10.916,
  "smiles": "O=S(=O)(O)CNCO",
  "total_energy_ha": -834.23342,
  "relative_energy_kj_mol": 163.7,
  "e_homo_ev": -10.3320,
  "total_charge": 0,
  "symbols": ["S", "O", "O", "O", "O", "N", "C", "C", "H", "H", "H", "H", "H", "H", "H"],
  "coordinates": [[0.8327, -1.1672, -0.9907], [1.0852, -1.9182, -2.1856], [0.2641, 0.4510, 1.9856], [0.8864, -1.8807, 0.2295], [1.8870, 0.0349, -0.8409], [-0.9273, 1.0979, -0.0599], [-0.7107, -0.2651, -1.1002], [-0.8460, 0.9505, 1.3591], [-0.8285, 0.2444, -2.0830], [-1.7345, 0.4636, 1.9013], [-0.8601, 2.0447, 1.5758], [-0.1949, 1.6787, -0.5771], [-1.5742, -0.9506, -0.9394], [0.2549, -0.4583, 1.8784], [2.4661, -0.3256, -0.1530]],
  "forces_ev_per_angstrom": [[-0.07, 0.25, -1.40], [-0.37, 0.85, 0.18], [1.43, 2.13, 0.27], [-0.16, -0.63, 1.63], [-0.46, -0.59, -0.36], [1.59, -3.40, -4.60], [-1.65, 2.89, 1.55], [-1.45, 2.03, 1.09], [0.35, -0.70, 0.60], [0.61, 0.65, -1.67], [-0.22, -0.67, 0.68], [-1.14, -0.53, 2.07], [0.93, 0.28, -0.06], [0.26, -3.01, -0.23], [0.34, 0.45, 0.23]]
}



[6]
{
  "formula": "C3Cl2F3NO2S",
  "method": "wB97M-V/def2-TZVPD",
  "orbital_gap_ev": [8.809, 8.810],
  "total_energy_ha": -1937.62748,
  "e_homo_ev": [-9.6410, -9.6418],
  "total_charge": 0,
  "symbols": ["Cl", "Cl", "S", "F", "F", "F", "O", "O", "N", "C", "C", "C"],
  "coordinates": [[-0.7482, -2.2757, -0.8348], [2.7265, 0.4933, 1.3810], [-0.8408, 0.7768, -0.8356], [-1.3246, 0.4945, 1.7009], [-3.0733, -0.0760, 0.4040], [-2.6361, 1.9433, 0.7950], [2.6270, 1.0102, -1.1195], [1.8949, -1.9226, -0.5886], [1.2665, -0.8104, -0.5657], [-0.0594, -0.7202, -0.6145], [-2.0673, 0.7663, 0.5599], [2.2348, 0.3206, -0.2820]],
  "forces_ev_per_angstrom": [[-0.61, 0.48, 0.04], [-0.43, -0.59, -0.30], [-1.00, 1.07, -0.23], [-1.17, -0.40, -1.03], [0.55, -0.59, 0.09], [0.48, 0.41, -0.72], [0.62, 0.96, -1.71], [-0.22, 1.21, -0.19], [0.42, -0.76, 1.42], [1.53, -1.27, -0.22], [1.09, 0.10, 1.64], [-1.27, -0.63, 1.21]]
}